No. 1
{
  "formula": "C60H150N10O20",
  "method": "ωB97M-V/def2-TZVPD",
  "symbols": ["H", "H", "H", "H", "H", "H", "O", "H", "H", "H", "H", "H", "O", "H", "C", "H", "H", "H", "H", "O", "C", "C", "H", "O", "H", "O", "H", "H", "C", "H", "C", "C", "H", "H", "H", "H", "C", "C", "H", "H", "H", "C", "C", "C", "H", "H", "C", "C", "H", "O", "C", "H", "C", "H", "H", "C", "H", "C", "H", "H", "H", "O", "H", "H", "O", "C", "H", "C", "C", "H", "C", "C", "H", "H", "H", "H", "O", "O", "C", "H", "H", "C", "H", "C", "C", "C", "H", "C", "H", "H", "H", "C", "H", "H", "C", "H", "H", "H", "C", "O", "H", "H", "H", "C", "C", "H", "C", "H", "H", "H", "O", "H", "C", "H", "H", "H", "C", "H", "C", "H", "H", "H", "C", "C", "C", "H", "C", "H", "H", "H", "H", "H", "H", "H", "H", "C", "H", "H", "C", "H", "H", "H", "H", "H", "H", "H", "N", "H", "H", "H", "H", "N", "H", "H", "H", "C", "H", "H", "H", "C", "H", "C", "H", "H", "C", "O", "O", "O", "H", "H", "H", "H", "H", "O", "C", "C", "H", "H", "H", "H", "H", "H", "H", "H", "H", "C", "H", "N", "H", "O", "H", "H", "H", "C", "H", "N", "H", "H", "H", "H", "H", "N", "N", "H", "H", "H", "H", "H", "O", "H", "O", "N", "O", "H", "H", "H", "N", "N", "N", "C", "H", "H", "H", "H", "C", "H", "C", "C", "C", "H", "H", "C", "H", "C", "H", "C", "C", "H", "H", "H"],
  "coordinates": [[26.6917, -6.7845, 10.4221], [26.7068, -3.9080, 8.4444], [12.8700, -2.4957, 18.6648], [12.1372, -8.7083, 20.1822], [14.4336, 1.0976, 16.2250], [16.8769, -0.1504, 25.8489], [17.6193, -6.6489, 25.5318], [14.2363, -2.2647, 21.5494], [21.4226, -8.2675, 23.6720], [18.1022, -2.3697, 26.9565], [20.6218, -15.0901, 18.7097], [20.3623, -10.9087, 13.5622], [22.9219, -5.2570, 24.5398], [18.5094, -1.6882, 16.0920], [14.6858, 1.6895, 13.6245], [16.6184, 0.2488, 17.5935], [20.0349, -10.9931, 24.1784], [16.5843, -3.0908, 21.0268], [12.3311, -0.3381, 23.1627], [16.5674, -9.5161, 16.1897], [17.3566, -5.2811, 25.5432], [14.5367, -3.2491, 17.4692], [17.7664, -10.9705, 14.4331], [13.9440, -6.1465, 14.2011], [17.8273, -6.1036, 15.2133], [22.7482, -7.3017, 18.7630], [18.1702, -4.4273, 20.2969], [15.7019, -5.2165, 15.9614], [20.9192, -10.3561, 24.1964], [16.4912, -11.1224, 17.3508], [18.7358, -8.4411, 24.3530], [14.7182, -5.5664, 21.7987], [13.9654, -1.5195, 12.1815], [16.7302, -8.0845, 14.6472], [23.6573, -7.7309, 23.6068], [22.7731, -7.4631, 21.2488], [24.3211, -6.8821, 23.4420], [14.1822, -6.8568, 21.0705], [21.4237, -4.5501, 14.5096], [17.8941, -0.1879, 22.5022], [12.2007, -7.3899, 13.9669], [21.2819, -9.1055, 13.1179], [18.3109, -5.3389, 15.8211], [26.0274, -5.9335, 10.2717], [16.8153, -5.0492, 26.4604], [20.1184, -4.3395, 18.3391], [16.1104, -0.8463, 27.9286], [15.4131, 0.9877, 15.7598], [24.0718, -8.8209, 18.8376], [12.7775, -6.9221, 21.1610], [25.9339, -4.1406, 7.7119], [22.4781, -12.1713, 25.4990], [14.7584, -5.4167, 16.4692], [20.9564, -6.7273, 19.4796], [26.4927, -4.6525, 6.9285], [24.2418, -5.7956, 24.5675], [18.5977, -0.7154, 17.5814], [17.7187, -9.9408, 14.0787], [14.4210, -7.4300, 15.9536], [19.5816, -10.1094, 12.2076], [22.5115, -9.3026, 19.2546], [16.3811, -1.6453, 22.4219], [15.6151, -0.0254, 28.4472], [11.0761, -7.4652, 20.2491], [17.8573, 0.2271, 15.9772], [19.1501, -3.9626, 20.1866], [19.3908, -11.5779, 15.9256], [25.0403, -5.0405, 12.4295], [20.0163, -9.9432, 13.1933], [24.4174, -8.1215, 21.1796], [18.7406, -0.7046, 16.5009], [17.9902, -2.2667, 28.0359], [24.2250, -4.8905, 10.5268], [15.4325, -1.6663, 28.1658], [19.3394, -5.5269, 15.5129], [14.2785, -3.2407, 22.9313], [21.9815, -11.1850, 23.7069], [13.3361, -1.1790, 17.1590], [25.4980, -6.2216, 8.8585], [19.6424, -4.2170, 23.4295], [19.3850, -15.1234, 19.8824], [18.2687, -17.6878, 16.9650], [16.0297, -1.8707, 24.5515], [12.2783, -1.4286, 16.2107], [14.6503, -2.7244, 25.8396], [19.5761, -4.5969, 22.4100], [21.9729, -2.9673, 14.0419], [14.0011, -6.4742, 15.6401], [12.4483, -2.1453, 15.4073], [13.7635, -3.7132, 15.7502], [19.1478, -15.2171, 17.0352], [16.6061, -9.1527, 14.8254], [12.1781, 0.3831, 24.8550], [12.5021, -2.6165, 25.8298], [13.7724, -2.1354, 18.1708], [25.3983, -5.7915, 13.1336], [17.8296, -7.4810, 17.1794], [11.9645, -0.4906, 15.7527], [22.4103, -4.8450, 25.8564], [21.9764, -9.4482, 14.1719], [24.5085, -6.4803, 25.3727], [19.7627, -7.9189, 18.1508], [19.7774, -12.6627, 19.3132], [22.2463, -3.8449, 14.6277], [23.8162, -7.2226, 21.0434], [19.5172, -9.4827, 14.9113], [12.6916, -6.4789, 13.6246], [18.6044, -5.0907, 22.3997], [18.2234, -13.1216, 18.7039], [19.3573, -7.8754, 22.4188], [23.5536, -4.2328, 14.3171], [17.2472, -17.3604, 16.7716], [19.2472, -18.7715, 15.0482], [15.2059, -0.0337, 26.0087], [15.3638, -2.7814, 16.9350], [16.5970, -7.8943, 24.2359], [20.8678, -9.1040, 23.2470], [20.2288, -6.5870, 17.2643], [19.6448, -11.6715, 16.9814], [21.2220, -4.5671, 19.5985], [19.4434, -19.5539, 15.7813], [17.8374, -1.2249, 21.0717], [19.2905, -13.3061, 18.5804], [16.1301, -2.9330, 22.0050], [17.6438, -1.1864, 22.1437], [25.4081, -3.2881, 7.2819], [17.5846, -7.4516, 24.3655], [18.3216, -19.0714, 14.5568], [16.8148, -4.8449, 24.7040], [22.8893, -5.1936, 12.6485], [17.4501, -10.1992, 13.0544], [19.7631, -0.5105, 16.1769], [14.3819, -1.5518, 18.8607], [11.3886, -1.8594, 16.6700], [17.5785, -6.8463, 18.7557], [16.0327, -0.6917, 26.2760], [14.3098, -5.7019, 22.8002], [17.6371, -6.8403, 23.4645], [16.4937, 0.1598, 16.5143], [22.9967, -4.0118, 26.2438], [23.8137, -5.4472, 22.1014], [15.8023, -5.6552, 21.7283], [26.2622, -6.6245, 8.1939], [20.3779, -5.3277, 22.3047], [17.9525, -4.3644, 15.4893], [18.9700, -2.1215, 28.4909], [18.7470, -15.5191, 17.9117], [15.8692, 1.9682, 15.8961], [14.9470, -10.8196, 16.5730], [15.4656, -0.8924, 12.3393], [21.2860, -9.4295, 22.2945], [14.2593, -4.3488, 21.0875], [21.3893, -4.5717, 25.5899], [20.5074, -11.0544, 17.2332], [13.2581, -4.2154, 21.0871], [12.1767, -0.5085, 24.2281], [23.0512, -12.7840, 23.9246], [21.8827, -9.3065, 12.2309], [16.1549, -0.8715, 16.4150], [13.3451, -1.9523, 25.6392], [19.9560, -18.4877, 14.2704], [23.7179, -6.6132, 19.6458], [14.5015, -6.8585, 20.0283], [18.8418, -17.3417, 19.0315], [23.6584, -4.4575, 12.8825], [17.9489, -5.3994, 17.2475], [24.9720, -4.9685, 8.2235], [13.9974, 0.3888, 11.5591], [23.7642, -9.2081, 15.2387], [19.0220, -3.0827, 19.5561], [18.9295, -11.1453, 17.6135], [16.2694, -11.4998, 15.6725], [23.2520, -7.6848, 14.6820], [19.0834, -17.5861, 15.7721], [23.2635, -8.7358, 14.3935], [20.1872, -4.7829, 19.3324], [19.4606, -7.9719, 25.0183], [22.9503, -8.9885, 17.5284], [24.6858, -6.9453, 8.9275], [21.0498, -8.0555, 12.9395], [13.3480, -1.2582, 26.4796], [20.0321, -17.1391, 17.9864], [13.1949, 0.0735, 13.3793], [12.9496, -6.7737, 12.6074], [14.2187, 2.4876, 14.2016], [23.0328, -8.6445, 18.5594], [22.3182, -3.5832, 15.6834], [19.4351, -8.6176, 23.0993], [17.4564, -3.1681, 28.3366], [19.6427, -3.5887, 21.4131], [15.0565, -5.7853, 17.4508], [26.7734, -5.1455, 10.1687], [12.3592, -7.2764, 19.1047], [18.9614, -16.9386, 18.0259], [18.5534, -9.3540, 24.9199], [13.8501, -4.2620, 16.5936], [14.5647, -3.0817, 26.8658], [25.2160, -7.4995, 23.5209], [21.0424, -9.9692, 25.2080], [24.7351, -6.4398, 19.2946], [24.7986, -4.8721, 24.4093], [24.3087, -6.3267, 22.0601], [19.0731, -9.1953, 14.0509], [11.2776, -1.1015, 24.3958], [15.3503, 2.3052, 13.0182], [16.5935, -3.5324, 22.7886], [12.7197, 1.6214, 12.6994], [14.7203, -3.6095, 25.2072], [17.3716, -1.1010, 28.4241], [23.3851, -5.6052, 19.8932], [19.7325, -13.0213, 17.2495], [20.0471, -6.2922, 19.4160], [13.2850, -1.2801, 24.4299], [18.4518, -1.7605, 22.5972], [15.6402, -9.3579, 14.3637], [13.0427, -6.4835, 16.1593], [15.4429, 0.6715, 14.3692], [15.8854, -1.9409, 25.5487], [24.7938, -5.5434, 11.0466], [14.6194, -0.8238, 11.6558], [14.6951, -7.6794, 21.5689], [18.2756, -4.7020, 25.6338], [11.9558, -5.6783, 13.7000], [15.0546, -3.7495, 18.2874], [19.6000, -6.8416, 18.1174], [23.5152, -3.6097, 12.2126], [22.2159, -12.3231, 24.4520], [19.5911, -14.7743, 18.8706], [18.1495, -6.6774, 17.8427], [15.0824, -1.1331, 10.7188], [21.4707, -13.1161, 24.5138], [13.5560, 0.9315, 12.8124], [23.8634, -8.7558, 13.4836], [14.6584, -3.2026, 21.9104], [22.4088, -5.7596, 26.4493], [16.0265, -10.7590, 16.4342], [12.1469, -7.6203, 20.1170], [25.7632, -4.2248, 12.4183], [18.1886, -18.6998, 17.3620], [16.4009, 0.9719, 14.2595]],
  "smiles": "COCCNCCOC.COCCNCCOC.COCCNCCOC.COCCNCCOC.COCCNCCOC.COCCNCCOC.COCCNCCOC.COCCNCCOC.COCCNCCOC.COCCNCCOC",
  "homo_lumo_gap_ev": 8.8,
  "e_homo_ev": -8.2,
  "charge": 0,
  "e_lumo_ev": 0.58
}

=====

No. 2
{
  "formula": "C17H38O2PZn",
  "method": "ωB97M-V/def2-TZVPD",
  "symbols": ["Zn", "H", "C", "H", "H", "C", "H", "H", "C", "H", "H", "H", "H", "H", "H", "C", "H", "H", "H", "H", "H", "H", "H", "H", "H", "C", "H", "C", "O", "H", "H", "H", "C", "C", "H", "H", "C", "H", "P", "H", "H", "H", "C", "H", "H", "C", "H", "O", "H", "H", "C", "H", "H", "C", "H", "C", "C", "C", "C"],
  "coordinates": [[-1.2703, 4.5980, -3.3489], [-5.2635, -1.3537, 1.3873], [3.8811, -1.5439, 0.3307], [-0.5628, -4.0445, 0.2329], [2.7873, -3.1876, 2.0006], [2.0659, -2.3844, 1.8827], [1.5076, -4.1460, 0.3425], [-1.8305, -0.5925, 0.3682], [-1.9452, -1.5544, 0.8642], [0.3201, -4.1381, 2.0389], [-2.9597, 6.2943, -0.7373], [0.6499, -2.4082, -0.2647], [-2.9214, 5.2211, 0.6432], [2.7223, -0.4312, 1.7778], [-4.4876, 2.3804, -1.3802], [6.2666, -0.6629, -3.3217], [4.5346, -2.0869, 1.0135], [-2.6538, 1.2248, -0.6289], [4.5013, 0.9335, -1.9549], [-4.9980, 0.7302, 2.4494], [-4.4807, 5.6601, -0.0658], [4.1064, 0.6314, 0.2927], [7.4470, -2.2822, -3.9434], [6.2159, -2.7508, -2.7761], [5.7684, -2.3649, -4.4744], [-3.9631, 2.9464, -0.6120], [-2.4278, 1.0058, 1.8722], [2.5714, -1.2502, 1.0620], [6.0854, -0.3868, -1.9857], [-1.9736, 2.6268, 0.1543], [3.6822, -2.1726, -0.5387], [-5.2671, 1.0722, 0.7622], [-4.5373, 0.6626, 1.4628], [-3.4435, 5.4236, -0.2953], [-3.8888, 4.4709, -2.1463], [4.0638, -0.7720, -2.1822], [-3.3626, 4.2165, -1.2243], [-2.1413, -2.2858, 0.0845], [0.4753, -3.2775, 0.8891], [-2.9105, -0.9851, 2.7237], [-4.6906, 3.2349, 0.1509], [-3.4455, 2.4020, 2.0671], [-3.2804, 1.5290, 1.4313], [-4.2563, -0.9333, 0.0320], [-0.8732, -2.2054, 2.6930], [4.5832, -0.2512, -0.1328], [-3.4303, -2.5337, 2.0720], [6.3299, 0.2220, -4.1429], [-0.0625, -0.9565, 1.7192], [5.5995, -0.2631, 0.2602], [6.4141, -2.1182, -3.6340], [1.8124, -0.8864, 0.3552], [1.6407, -2.1317, 2.8511], [-3.1679, -1.5099, 1.7999], [-2.3040, 4.0527, -1.4759], [-4.3537, -0.8183, 1.1143], [-2.8965, 2.0505, 0.0468], [-0.7076, -1.8329, 1.6819], [4.7249, -0.0871, -1.6439]],
  "homo_lumo_gap_ev": 2.2,
  "e_homo_ev": -9.9,
  "charge": 1,
  "e_lumo_ev": -7.72
}

=====

No. 3
{
  "formula": "C3H4FeO3",
  "method": "ωB97M-V/def2-TZVPD",
  "symbols": ["H", "C", "O", "O", "Fe", "H", "O", "H", "H", "C", "C"],
  "coordinates": [[3.0857, 1.7243, 0.4925], [-1.0257, -1.5248, -1.5498], [-0.0262, -1.0890, -1.1269], [0.3146, 0.8734, 1.8694], [0.9093, 0.0157, 0.3108], [1.8727, 2.1034, 2.4813], [-1.9811, -1.9269, -2.0431], [1.7997, 2.5285, -0.4432], [0.5930, 2.9064, 1.5480], [1.1912, 1.9744, 1.6154], [1.9987, 1.7550, 0.3158]],
  "multiplicity": 6,
  "homo_lumo_gap_ev": [9.8, 7.9],
  "e_homo_ev": [-14.3, -14.8],
  "charge": 1,
  "s_squared": 8.77,
  "e_lumo_ev": [-4.55, -6.91]
}

=====

| no. | strongest force on any atom (eV/A) |
| --- | --- |
| 1 | 6.58 |
| 2 | 2.34 |
| 3 | 2.63 |